Below is a 2-piece molecular cluster, C2H7N3O3 overall, with properties calculated with ωB97M-V with the def2-TZVPD basis set.

Output
- Relative energy (zero: lowest compared OMol25 entry of this formula, charge and spin): 10.691 eV

Cartesian coordinates (Å):
C -2.629 0.029 0.087
C 0.876 -0.083 -0.011
H -3.389 -0.683 0.634
H -2.495 0.479 1.071
H -2.974 0.830 -0.664
H -0.092 -1.724 -0.108
H 0.108 1.978 0.328
H 2.808 2.204 -0.347
H 2.766 -2.570 -0.658
N -0.320 -0.775 0.388
N 0.825 1.370 -0.354
N 1.924 -0.685 -0.295
O -1.352 -0.189 -0.538
O 2.037 1.766 0.314
O 1.908 -1.948 0.154

Cartesian forces, eV/Å:
C -0.4555 1.8706 1.0662
C -3.0657 2.0212 -0.8447
H 1.2874 -0.3729 -2.7739
H 0.8462 1.2363 -0.1543
H -0.5845 -1.5410 1.4592
H -0.9465 1.5989 1.5521
H 1.7765 -2.7808 -2.4379
H -3.6995 -1.9484 1.9830
H -3.8052 2.7541 3.7053
N -0.1476 -0.8919 -2.3559
N -0.7543 0.5184 3.1837
N 2.1170 1.2717 -0.2553
O 0.1726 -1.6537 1.3209
O 3.6575 2.8109 -1.9026
O 3.6016 -4.8932 -3.5459

---

Below is an isolated ion of composition C4H7BrO2P and charge -1, with properties calculated with ωB97M-V with the def2-TZVPD basis set.

Output
- SMILES: C=C(Br)[P@@](=O)([O-])CC
- Relative energy (zero: lowest compared OMol25 entry of this formula, charge and spin): 0.000 eV
- Charge: -1

Cartesian coordinates (Å):
C -1.812 -1.328 -1.354
C -1.664 -0.616 -0.258
C 2.006 1.024 0.341
C 0.396 0.979 0.350
O -0.394 -0.800 2.156
O 0.791 -1.690 -0.027
P -0.057 -0.690 0.701
Br -2.907 0.745 0.061
H -2.572 -1.070 -2.120
H -1.074 -2.131 -1.388
H 2.522 0.737 1.352
H 2.240 0.095 -0.204
H 2.646 1.861 0.013
H 0.022 1.205 -0.684
H -0.145 1.677 1.062

Cartesian forces, eV/Å:
C -0.2530 -0.1798 -0.3822
C 0.6077 -0.3883 -0.2264
C 0.4215 -1.5977 1.8791
C 1.8263 2.6288 -0.5125
O 0.3124 -0.1275 -0.1374
O -0.0932 0.3420 0.0922
P -1.5967 -1.4410 1.1188
Br -0.6317 0.8468 0.3735
H 0.4636 -0.7185 0.5470
H -0.1947 0.1142 -0.8183
H -1.4963 0.6465 -1.2361
H 0.2747 0.6136 -0.3874
H -1.0264 0.0582 -0.3512
H 0.4897 -0.0207 0.7952
H 0.8961 -0.7766 -0.7543

---

Below is C12H19NO2S as an isolated structure, with properties calculated with ωB97M-V with the def2-TZVPD basis set.

Output
- Relative energy (zero: lowest compared OMol25 entry of this formula, charge and spin): 10.478 eV

Cartesian coordinates (Å):
C 5.138 0.459 1.125
C 4.759 0.436 -0.409
C 3.668 1.565 -0.710
C 2.221 1.057 -0.098
O 1.726 -0.265 -0.845
C 0.437 -0.647 -0.098
C 0.009 -1.964 -0.717
H 0.903 -2.525 -0.935
H -0.108 -1.580 -2.034
C -1.122 -2.514 -0.299
N -2.372 -1.408 -0.392
C -2.908 -0.813 0.540
O -2.365 -1.219 1.667
C -3.890 0.097 0.367
C -4.608 0.743 1.117
C -5.675 1.523 0.791
C -5.639 1.244 -0.631
S -4.551 0.237 -1.194
H -6.235 1.991 -1.440
H -6.277 2.257 1.343
H -4.418 0.720 2.204
H -2.760 -1.302 -1.185
H -1.378 -3.303 -0.735
H -1.086 -2.598 0.953
H -0.296 0.377 -0.499
H 0.691 -0.741 0.917
H 1.447 1.718 -0.225
H 2.298 1.090 0.981
H 3.724 2.414 -0.180
H 3.403 1.524 -1.690
H 4.231 -0.433 -0.708
H 5.421 0.629 -1.189
H 5.929 -0.213 1.194
H 4.264 0.062 1.701
H 5.419 1.382 1.316

Cartesian forces, eV/Å:
C -2.9171 -4.1844 -3.4107
C -3.1123 2.3850 1.5197
C -2.8122 -6.2292 2.5355
C 2.4522 -2.5296 -1.9350
O -0.3251 2.0403 3.7826
C 0.5411 3.3496 -4.8013
C 5.5821 6.2637 -7.3424
H 0.1304 -0.9181 0.7595
H 0.0547 -1.0710 3.4293
C -5.4403 5.2431 9.7469
N 7.0542 -5.7719 -1.0125
C 4.6474 -3.3082 10.1617
O -2.5012 2.7728 -0.3153
C 1.8379 -2.8143 -6.8187
C -3.4895 4.5702 12.4050
C -0.2292 -0.3668 -5.3850
C -6.2202 6.9489 -0.3051
S 1.6371 -1.2275 -2.3691
H 1.4111 -2.6129 2.1992
H 0.4531 -0.7299 -0.3871
H 0.4976 -0.2984 -0.3708
H -2.6709 0.4878 -7.7680
H -2.6767 -6.6114 -3.4788
H -0.4592 -0.2044 -3.4039
H 1.6223 -3.3607 2.0774
H -0.2030 0.3122 1.5484
H -1.7813 1.9358 -1.1682
H 0.1265 -1.4865 0.5594
H 1.0728 3.6366 1.1132
H 0.0112 0.9828 -3.1220
H -0.2619 -1.2797 0.0425
H 2.3486 0.1200 -0.5292
H 1.5212 -1.1159 0.7757
H 0.8542 0.6793 -0.3371
H 1.2442 4.3926 1.6043

---

Below is a 11-piece molecular cluster, C30H37B3F10NO37P3S overall, with properties calculated with ωB97M-V with the def2-TZVPD basis set.

Output
- SMILES: NP(O)B1OB(S)OB(PP(=O)(O)O)O1.O=C1OC[C@@H](F)O1.O=C1OC[C@@H](F)O1.O=C1OC[C@@H](F)O1.O=C1OC[C@@H](F)O1.O=C1OC[C@@H](F)O1.O=C1OC[C@@H](F)O1.O=C1OC[C@@H](F)O1.O=C1OC[C@@H](F)O1.O=C1OC[C@@H](F)O1.O=C1OC[C@@H](F)O1

Cartesian coordinates (Å):
N 3.426 2.096 0.336
P 3.842 2.072 -1.398
O 2.621 3.033 -2.216
B 3.526 0.278 -1.986
O 4.456 -0.863 -1.889
B 3.716 -1.978 -1.253
S 4.511 -3.076 0.101
O 2.290 -2.336 -1.571
B 1.605 -0.995 -1.578
P 0.167 -0.509 -0.399
P -1.763 -1.192 -1.183
O -1.856 -2.758 -0.899
O -2.991 -0.263 -0.305
O -1.886 -0.850 -2.902
O 2.173 -0.021 -2.575
H 4.253 2.240 0.955
H 2.782 2.927 0.496
H 1.762 2.776 -1.730
H 3.485 -3.104 1.098
H 0.136 0.954 -0.350
H -2.946 0.662 -0.733
H -2.790 -0.446 -3.073
C -5.762 3.455 -2.928
C -5.240 4.111 -1.695
O -4.194 3.260 -1.286
C -3.727 2.695 -2.435
O -2.656 2.118 -2.527
O -4.600 2.862 -3.474
F -6.181 4.128 -0.724
H -6.501 2.676 -2.713
H -6.201 4.173 -3.627
H -4.851 5.122 -1.855
C -10.251 2.626 0.850
C -9.325 1.897 1.762
O -8.490 1.182 0.881
C -8.445 1.934 -0.254
O -7.617 1.791 -1.139
O -9.437 2.876 -0.278
F -10.000 1.008 2.525
H -11.113 2.021 0.549
H -10.614 3.561 1.286
H -8.716 2.549 2.399
C 7.307 -6.307 -3.781
C 5.900 -6.319 -3.289
O 5.926 -5.433 -2.193
C 6.914 -4.540 -2.483
O 7.056 -3.470 -1.915
O 7.721 -4.987 -3.493
F 5.557 -7.546 -2.837
H 7.949 -7.014 -3.245
H 7.375 -6.514 -4.852
H 5.165 -5.974 -4.024
C 2.207 -6.180 2.369
C 0.800 -6.192 2.861
O 0.826 -5.306 3.957
C 1.814 -4.413 3.667
O 1.956 -3.343 4.235
O 2.621 -4.860 2.657
F 0.457 -7.419 3.313
H 2.849 -6.887 2.905
H 2.275 -6.388 1.298
H 0.065 -5.847 2.126
C 10.734 -5.028 -2.170
C 11.260 -6.021 -3.149
O 12.244 -5.299 -3.854
C 12.708 -4.373 -2.968
O 13.745 -3.748 -3.112
O 11.872 -4.237 -1.894
F 10.297 -6.394 -4.022
H 9.946 -4.394 -2.591
H 10.355 -5.501 -1.260
H 11.711 -6.907 -2.690
C -13.093 -1.037 -0.499
C -14.500 -1.049 -0.007
O -14.474 -0.163 1.089
C -13.486 0.730 0.799
O -13.344 1.800 1.367
O -12.679 0.283 -0.211
F -14.843 -2.276 0.445
H -12.451 -1.744 0.037
H -13.025 -1.244 -1.570
H -15.235 -0.703 -0.742
C 7.987 4.188 0.737
C 7.126 4.899 -0.251
O 5.817 4.556 0.146
C 5.897 4.350 1.490
O 4.931 4.306 2.234
O 7.192 4.207 1.906
F 7.331 4.424 -1.499
H 8.189 3.150 0.453
H 8.939 4.699 0.902
H 7.240 5.988 -0.243
C -17.213 0.092 2.752
C -18.074 0.803 1.765
O -19.383 0.461 2.161
C -19.303 0.255 3.505
O -20.269 0.210 4.249
O -18.008 0.111 3.921
F -17.869 0.328 0.516
H -17.011 -0.946 2.468
H -16.261 0.603 2.917
H -17.960 1.893 1.773
C 7.464 8.761 2.627
C 7.439 10.150 2.087
O 7.768 9.981 0.727
C 7.314 8.737 0.404
O 7.167 8.337 -0.739
O 7.038 7.993 1.519
F 8.396 10.909 2.665
H 8.468 8.440 2.925
H 6.788 8.632 3.476
H 6.467 10.647 2.172
C 8.761 -1.846 0.957
C 8.506 -3.178 1.577
O 9.429 -3.227 2.641
C 9.610 -1.929 3.014
O 10.118 -1.585 4.068
O 9.145 -1.060 2.066
F 8.798 -4.176 0.713
H 9.578 -1.868 0.227
H 7.871 -1.435 0.474
H 7.490 -3.305 1.964

Cartesian forces, eV/Å:
N -0.8220 0.9429 -0.3485
P 0.9608 2.3365 -0.5067
O -0.5016 -2.3988 3.0963
B -1.9105 -2.8633 -1.3828
O -3.5726 0.0327 1.8003
B -0.8450 -0.3624 -0.5261
S -1.0285 0.9165 0.2283
O 1.4984 4.6498 1.3720
B 1.7895 -0.9550 -3.8428
P -0.2443 0.5054 1.1355
P -2.0662 -4.0304 -0.4561
O 0.2511 5.9884 -0.9809
O 2.8380 0.0915 -3.2443
O -1.4673 0.3266 3.4050
O 1.4225 -1.3483 4.1944
H -0.9177 0.0396 -0.9729
H 1.1386 -1.3762 -0.1215
H 1.4190 0.6200 -1.5030
H 0.9561 0.1290 -1.7245
H -0.0878 -1.0516 -0.7261
H -0.1397 -1.6303 0.9120
H 1.5113 -0.5769 0.1938
C -1.2712 0.0827 -0.8271
C -0.6631 0.2512 0.6835
O 0.5556 -0.1651 -0.9696
C 1.6724 -1.1253 -0.6688
O -2.1984 0.8435 0.4084
O 1.4167 -0.2509 0.8521
F 0.0869 0.3644 0.2171
H 0.1885 0.2926 0.2163
H 0.2753 -0.1274 -0.0136
H -0.0681 -0.0499 0.2097
C -1.1731 0.6535 0.1300
C -0.2177 -0.4320 0.6652
O 0.1717 0.8112 -0.6718
C 1.5853 -0.1700 -2.1796
O -2.0378 0.0799 1.9481
O 1.2397 -0.7062 -0.2529
F 0.0350 -0.1158 0.2588
H 0.2710 0.0261 0.2596
H 0.1277 -0.0912 -0.2274
H -0.0578 -0.2107 0.0819
C 0.7058 -0.6764 -0.8971
C -0.5236 -0.6216 0.2222
O 0.5486 0.6470 -0.5477
C 0.5119 2.6195 1.4136
O -0.1853 -2.4593 -1.3070
O -0.6337 0.6329 0.7803
F -0.2320 -0.1466 -0.0087
H -0.3019 -0.0128 0.0200
H 0.0913 0.2131 0.1786
H -0.0518 -0.1583 0.1409
C 0.7512 -0.6283 -0.9356
C -0.5735 -0.5716 0.2190
O 0.5405 0.5583 -0.5760
C 0.5354 2.9386 1.6418
O -0.2375 -2.6557 -1.4251
O -0.5405 0.5409 0.6750
F -0.2311 -0.1961 0.0028
H -0.2774 -0.0123 0.0686
H 0.0604 0.2322 0.1512
H -0.0361 -0.1505 0.1263
C -0.9776 0.1711 0.8781
C -0.1192 -0.2512 -0.4606
O 0.1601 0.1219 0.7782
C 2.7770 2.0967 -0.1209
O -2.6229 -1.5258 0.3322
O 0.8405 -0.1115 -0.7179
F -0.1770 -0.3723 -0.2787
H 0.1043 -0.2353 -0.1402
H 0.1904 0.1883 -0.0172
H -0.1199 -0.0380 -0.1967
C 0.7684 -0.7311 -0.8984
C -0.5733 -0.7799 0.1062
O 0.5353 0.6984 -0.4906
C 0.6394 2.5807 1.3564
O -0.3262 -2.4941 -1.2882
O -0.6626 0.6882 0.8338
F -0.2338 -0.0755 -0.0004
H -0.2763 -0.0046 0.0565
H 0.0572 0.2251 0.1719
H -0.0598 -0.1508 0.1557
C 1.2311 -0.2744 0.1489
C 0.1535 0.1723 -1.0301
O 0.1228 0.1055 1.1867
C -1.9493 -0.1011 1.7097
O 2.0794 -0.0533 -1.5911
O -1.2030 0.2046 -0.0303
F 0.0183 0.0926 -0.1957
H -0.1183 0.1468 -0.1781
H -0.2227 -0.0566 0.1543
H -0.0822 -0.1563 -0.2219
C 1.2923 -0.1627 0.3123
C -0.1145 -0.0026 -0.5989
O 0.3539 0.2328 0.6952
C -2.5184 -0.3572 2.3944
O 2.4161 0.0590 -1.8666
O -1.0722 0.2112 -0.1979
F 0.0678 0.0641 -0.4609
H -0.1123 0.1471 -0.2043
H -0.2290 -0.0878 0.1397
H -0.0167 -0.1083 -0.1988
C -0.1013 -0.6185 1.2333
C 0.4390 0.7523 0.2525
O -0.6558 -0.7965 -0.0397
C -0.2872 -1.0784 -2.8638
O 0.4177 0.7886 2.7441
O 0.0548 0.3899 -1.0411
F -0.0213 0.2451 0.0691
H -0.0315 0.2819 -0.0679
H 0.0180 -0.1204 -0.2644
H 0.1826 0.1038 0.0263
C -0.4630 0.7036 -1.0992
C -0.1133 -0.6095 -0.2497
O -0.2646 0.7886 0.1652
C 1.4914 1.2826 2.7184
O -1.1869 -0.8265 -2.5987
O 0.3414 -0.5667 0.9442
F -0.0330 -0.4340 -0.1418
H -0.0755 -0.2653 0.0853
H 0.1341 0.0175 0.1848
H 0.0923 -0.1532 -0.1474

---

| no. | orbital gap (eV) |
| --- | --- |
| 1 | 8.754 |
| 2 | 8.327 |
| 3 | 9.264 |
| 4 | 7.556 |